No. 1
The following is a DFT calculation (the ωB97M-V functional and the def2-TZVPD basis) of a 10-piece molecular cluster, C40H99N15O10 overall at a distorted geometry.

Last column: Mulliken charge in e.
Cartesian coordinates (Å):
C  2.26  2.64  -2.03  -1.52
C  1.02  2.52  -2.89  2.68
C  1.14  1.05  -3.46  -1.30
C  -0.24  2.73  -2.08  -1.23
C  -0.57  4.25  -1.70  -0.38
C  -0.58  5.02  -3.10  -1.45
C  0.70  4.91  -3.92  1.42
C  0.33  5.49  -5.29  -2.04
C  2.00  5.73  -3.42  -1.48
N  0.96  3.45  -4.09  0.30
O  1.94  3.13  -5.12  -0.52
H  2.21  3.51  -1.37  -0.27
H  2.45  1.77  -1.40  0.31
H  3.11  2.67  -2.71  0.55
H  0.71  0.86  -4.44  0.52
H  2.17  0.72  -3.63  0.53
H  0.78  0.36  -2.69  -0.61
H  -0.98  2.06  -2.52  0.61
H  -0.30  2.32  -1.07  0.02
H  -1.56  4.37  -1.26  0.26
H  0.19  4.60  -1.01  0.17
H  -0.70  6.10  -3.05  0.62
H  -1.44  4.69  -3.70  0.34
H  -0.28  4.79  -5.86  0.43
H  1.18  5.72  -5.92  0.38
H  -0.16  6.46  -5.24  0.42
H  2.47  5.32  -2.53  0.24
H  1.75  6.70  -2.99  0.40
H  2.66  5.93  -4.27  0.35
H  1.46  2.69  -5.82  0.30
C  -2.73  4.17  1.82  -1.41
C  -3.32  2.89  2.51  1.48
C  -2.34  2.28  3.60  -1.62
C  -4.59  3.47  3.34  -1.52
C  -5.91  3.84  2.52  -0.71
C  -6.25  2.50  1.87  -1.45
C  -5.09  1.98  0.96  1.71
C  -5.59  0.58  0.58  -2.10
C  -4.98  2.83  -0.30  -1.56
N  -3.83  1.76  1.72  0.04
O  -2.88  1.15  0.92  0.76
H  -3.42  4.75  1.20  0.42
H  -2.33  4.85  2.57  0.49
H  -2.03  3.99  1.00  -0.07
H  -2.67  1.31  3.97  0.32
H  -1.46  2.03  3.00  0.00
H  -1.98  3.05  4.28  0.58
H  -4.87  2.80  4.16  0.50
H  -4.32  4.31  3.99  0.54
H  -6.78  4.28  3.02  0.46
H  -5.70  4.54  1.71  0.30
H  -7.11  2.62  1.22  0.52
H  -6.69  1.81  2.59  0.38
H  -4.87  -0.11  0.14  0.22
H  -6.49  0.58  -0.03  0.49
H  -5.91  -0.05  1.41  0.35
H  -4.67  3.84  -0.02  0.36
H  -5.85  2.77  -0.96  0.43
H  -4.17  2.56  -0.98  0.14
H  -2.72  0.27  1.28  0.05
C  1.48  2.78  4.49  -1.96
C  2.23  2.03  3.40  2.37
C  1.64  0.60  3.17  -2.05
C  1.98  2.76  2.05  -0.45
C  2.82  4.03  1.79  -0.50
C  4.30  3.88  2.32  -1.33
C  4.53  3.09  3.68  1.30
C  6.02  2.76  3.69  -2.03
C  4.35  4.02  4.99  -1.54
N  3.68  1.89  3.66  0.33
O  4.03  1.16  4.78  -0.52
H  1.93  2.69  5.48  0.46
H  1.49  3.85  4.30  0.38
H  0.50  2.37  4.74  0.31
H  1.85  -0.09  3.98  0.60
H  0.56  0.78  3.09  -0.24
H  2.08  0.03  2.35  0.77
H  2.24  2.11  1.21  0.02
H  0.94  3.08  1.98  -0.09
H  2.70  4.20  0.72  0.19
H  2.30  4.92  2.15  0.38
H  4.83  4.82  2.47  0.46
H  4.88  3.42  1.52  0.41
H  6.75  3.55  3.52  0.36
H  6.12  2.08  2.83  0.51
H  6.45  2.25  4.55  0.36
H  4.49  3.69  6.02  0.26
H  3.35  4.45  4.99  0.40
H  5.06  4.82  4.77  0.45
H  4.23  0.30  4.39  0.36
C  2.09  -2.61  -1.64  -0.36
O  1.29  -2.76  -0.49  -0.47
C  0.55  -1.64  -0.10  1.23
C  -0.91  -2.00  0.37  1.26
C  -1.88  -1.54  -0.77  -1.02
N  -1.24  -1.27  1.58  -0.09
H  1.57  -2.22  -2.51  0.15
H  2.80  -3.43  -1.65  -0.26
H  2.92  -1.90  -1.65  0.52
H  1.21  -1.44  0.74  -0.08
H  0.58  -0.91  -0.90  -0.95
H  -0.90  -3.09  0.39  -0.24
H  -2.85  -2.02  -0.64  0.32
H  -1.45  -2.00  -1.66  0.07
H  -1.88  -0.45  -0.87  0.07
H  -2.12  -1.69  1.83  -0.22
H  -0.46  -1.30  2.22  0.20
C  -3.43  -2.44  4.43  -0.94
O  -3.81  -2.61  3.05  -0.24
C  -5.19  -2.99  2.84  -0.76
C  -5.39  -4.49  2.68  0.60
C  -4.67  -5.07  1.35  -1.31
N  -6.87  -4.88  2.52  -0.74
H  -3.68  -3.32  5.02  0.31
H  -4.11  -1.73  4.90  0.37
H  -2.43  -2.00  4.45  0.24
H  -5.84  -2.71  3.66  0.44
H  -5.67  -2.54  1.96  0.30
H  -5.10  -5.01  3.59  0.26
H  -5.14  -6.03  1.14  0.41
H  -3.59  -5.19  1.43  0.24
H  -4.87  -4.58  0.40  0.27
H  -7.01  -5.82  2.86  0.23
H  -7.57  -4.31  2.96  0.20
N  6.83  -3.61  -2.91  -0.27
C  6.88  -2.60  -2.17  0.58
N  5.95  -2.46  -1.30  -0.24
O  7.67  -1.67  -2.30  -0.74
H  7.62  -3.98  -3.43  0.20
H  6.00  -4.18  -3.01  0.19
H  5.96  -1.52  -0.94  0.16
H  5.51  -3.23  -0.80  0.18
N  0.08  -2.45  -5.23  -0.40
C  -0.98  -1.92  -4.77  0.61
N  -1.85  -2.89  -4.44  -0.40
O  -1.02  -0.71  -4.61  -0.61
H  0.82  -1.80  -5.46  0.29
H  0.26  -3.36  -4.84  0.06
H  -2.74  -2.55  -4.11  0.24
H  -1.65  -3.77  -4.89  0.21
N  -0.11  -5.39  -2.06  0.19
C  -0.49  -6.00  -0.94  0.29
N  0.01  -5.35  0.13  -0.09
O  -1.23  -7.03  -0.91  -0.77
H  0.38  -4.51  -1.99  -0.19
H  -0.51  -5.72  -2.93  0.16
H  0.54  -4.49  0.16  0.24
H  -0.18  -5.79  1.02  0.23
N  3.07  -5.81  -1.15  -0.39
C  3.63  -5.62  0.05  0.54
N  2.82  -5.99  1.00  -0.42
O  4.72  -5.04  0.16  -0.72
H  2.38  -6.54  -1.24  0.16
H  3.64  -5.57  -1.95  0.22
H  1.88  -6.10  0.63  0.20
H  2.81  -5.68  1.96  0.32
N  3.14  -5.13  -5.82  -0.49
C  3.15  -4.78  -4.53  0.73
N  2.32  -5.33  -3.82  0.00
O  3.99  -3.99  -4.11  -0.67
H  3.83  -4.77  -6.45  0.27
H  2.68  -5.98  -6.10  0.12
H  1.86  -6.16  -4.15  0.22
H  2.39  -5.10  -2.84  -0.32

Values from the calculation:
Maximum force in hartree/bohr: 0.186
SMILES: CC1(C)CCCC(C)(C)N1O.CC1(C)CCCC(C)(C)N1O.CC1(C)CCCC(C)(C)N1O.COC[C@H](C)N.COC[C@H](C)N.NC(N)=O.NC(N)=O.NC(N)=O.NC(N)=O.NC(N)=O
Gap between HOMO and LUMO in eV: 7.61
Energy relative to the best compared isomer or geometry (same formula, charge and spin) in kcal/mol: 163.5



No. 2
The following is a DFT calculation (the ωB97M-V functional and the def2-TZVPD basis) of one molecule with the formula C2H5ClOS at a distorted geometry.

Last column: natural (NBO) charge in e.
Cartesian coordinates (Å):
C  -0.92  -0.16  -0.80  -0.69
C  0.27  -0.12  0.10  0.26
O  0.06  -0.03  1.43  -0.73
S  1.39  1.40  -0.47  -0.09
Cl  1.27  -1.62  -0.08  -0.10
H  -1.55  0.58  -0.46  0.24
H  -0.79  0.22  -1.71  0.23
H  -1.53  -1.03  -0.75  0.23
H  -0.11  -0.82  1.93  0.50
H  1.91  1.58  0.80  0.15

Values from the calculation:
Maximum force in hartree/bohr: 0.081
SMILES: C[C@](O)(S)Cl
Gap between HOMO and LUMO in eV: 10.07
Energy relative to the best compared isomer or geometry (same formula, charge and spin) in kcal/mol: 14.4



No. 3
The following is a DFT calculation (the ωB97M-V functional and the def2-TZVPD basis) of a 8-piece molecular cluster, C5H24NO9 overall at a distorted geometry.

Last column: natural (NBO) charge in e.
Cartesian coordinates (Å):
C  2.42  -1.87  1.39  0.52
N  1.18  -1.39  1.68  -0.44
C  1.20  -0.88  3.05  -0.44
C  1.53  0.12  -0.11  -0.65
C  0.47  -0.76  0.52  -0.10
C  0.06  -1.95  -0.45  -0.04
O  -1.19  -2.50  -0.03  -0.76
O  2.64  -2.48  0.32  -0.64
H  3.20  -1.86  2.21  0.11
H  2.24  -0.96  3.43  0.21
H  0.68  0.13  2.89  0.22
H  0.24  -1.28  3.64  0.20
H  0.96  0.99  -0.68  0.22
H  2.28  -0.40  -0.83  0.23
H  2.32  0.60  0.57  0.23
H  -0.45  -0.20  0.80  0.25
H  0.13  -1.47  -1.56  0.16
H  0.58  -2.85  -0.44  0.21
H  0.27  2.66  0.75  0.51
H  0.40  2.37  2.30  0.47
O  0.88  2.68  1.49  -1.00
H  -2.18  -0.08  0.35  0.46
H  -1.97  -2.07  -0.43  0.48
O  -1.98  0.05  -0.62  -1.09
H  0.38  -2.68  -3.37  0.47
H  -1.03  -2.09  -3.07  0.48
O  -0.63  -2.85  -3.37  -0.95
H  1.19  2.72  -2.58  0.46
H  -0.14  2.67  -1.75  0.51
O  0.21  2.97  -2.59  -0.98
H  -1.65  1.62  1.29  0.52
H  -1.77  2.51  2.69  0.47
O  -1.78  1.62  2.27  -1.03
H  -2.01  3.28  -0.08  0.46
H  -1.85  1.18  -0.58  0.53
O  -1.36  2.55  -0.16  -1.25
H  -1.57  0.56  -3.31  0.46
H  -2.13  -0.44  -2.38  0.50
O  -1.78  -0.24  -3.23  -0.96

Values from the calculation:
Total charge: -1
Maximum force in hartree/bohr: 0.219
Gap between HOMO and LUMO in eV: 9.10
Energy relative to the best compared isomer or geometry (same formula, charge and spin) in kcal/mol: 110.2



No. 4
The following is a DFT calculation (the ωB97M-V functional and the def2-TZVPD basis) of a 2-piece molecular cluster, C2H10NOS overall at a distorted geometry.

Last column: natural (NBO) charge in e.
Cartesian coordinates (Å):
C  -0.62  -0.49  0.21  -0.26
C  -1.91  0.33  0.18  -0.54
S  -3.18  -0.47  1.29  0.00
N  0.43  -0.05  -0.77  -0.69
H  -0.97  -1.52  0.01  0.24
H  -0.15  -0.65  1.17  0.23
H  -2.17  0.37  -0.89  0.22
H  -1.97  1.38  0.47  0.25
H  -2.54  -1.35  2.09  0.15
H  0.48  -0.75  -1.51  0.45
H  1.35  0.12  -0.34  0.48
H  0.21  0.86  -1.18  0.44
H  4.12  0.20  -0.58  0.50
H  3.58  1.31  0.28  0.49
O  3.33  0.71  -0.43  -0.98

Values from the calculation:
Total charge: +1
Maximum force in hartree/bohr: 0.028
Gap between HOMO and LUMO in eV: 9.23
Energy relative to the best compared isomer or geometry (same formula, charge and spin) in kcal/mol: 16.3



What did we get for energy? Answer: -3156.96729; -1012.78559; -936.76100; -610.11149 a.u., in the order shown.